Arrangement one

Below is C4H15NO2S as an isolated structure, with properties calculated with ωB97M-V with the def2-TZVPD basis set.

Summary:
- frontier orbital gap (eV) = 8.61
- molecular weight (g/mol) = 141.236
- charge = 0

Positions of all 23 atoms, in Å:
C -0.47997 -2.20127 0.29282
C 0.92738 -1.83966 0.76995
C 1.83380 -1.12974 -0.19435
S 1.30592 0.91301 -0.28677
C 2.94396 1.54345 0.24236
N -1.42387 -1.08723 0.29846
H -0.36804 -2.63185 -0.69176
H -0.87467 -3.00812 0.91201
H 0.83533 -1.29423 1.70159
H 1.43161 -2.78370 1.03969
H 1.44558 -0.57210 -1.02540
H 2.60648 -1.68970 -0.69829
H 3.67510 1.32240 -0.51721
H 3.18256 1.07225 1.18952
H 2.88150 2.61431 0.40149
H -1.00305 -0.28324 0.77084
H -1.62299 -0.72270 -0.64290
H -3.18309 -0.13585 0.95888
H -3.25384 1.09142 0.10454
O -3.74791 0.64605 0.80108
H -0.84172 1.41167 -1.10931
H -1.87285 2.04823 -2.07949
O -1.80102 1.50259 -1.29313

=====

Arrangement two

Below is a 5-piece molecular cluster, C4H15NO2S overall, with properties calculated with ωB97M-V with the def2-TZVPD basis set.

Summary:
- frontier orbital gap (eV) = 3.57
- molecular weight (g/mol) = 141.236
- charge = 0

Positions of all 23 atoms, in Å:
C 1.91218 0.13602 1.34451
N 2.98995 0.34611 0.39891
C -2.20971 1.34125 -1.69899
C -0.93839 0.86349 -1.54282
S -1.55382 0.04904 1.82087
C 1.43175 -1.30349 1.18346
H 2.24803 0.29355 2.32830
H 1.04544 0.74522 1.22730
H 2.62749 0.12704 -0.50182
H -2.56875 2.02350 -2.45485
H -3.01957 1.05656 -0.97209
H -0.63633 0.30697 -0.68635
H -0.11947 1.10090 -2.25984
H -1.41655 1.35281 1.36762
H 0.69741 -1.55500 1.93049
H 0.92513 -1.38464 0.18270
H 2.26798 -1.98190 1.18743
H 2.03615 -0.80832 -2.41109
H 3.33391 1.27926 0.43477
O 1.55923 -0.36817 -1.68864
H -2.88901 -0.78166 0.59787
H -4.16780 -1.75329 0.32470
O -3.55527 -1.08526 -0.11244

=====

Arrangement three

Below is a 3-piece molecular cluster, C4H15NO2S overall, with properties calculated with ωB97M-V with the def2-TZVPD basis set.

Summary:
- frontier orbital gap (eV) = 9.00
- molecular weight (g/mol) = 141.236
- SMILES = CN[C@H](C)CS.O.O
- charge = 0

Positions of all 23 atoms, in Å:
C -0.09969 -2.14008 -0.30802
N -0.98427 -1.09730 0.12920
C -0.45385 0.18350 0.46248
C -1.48842 1.29774 0.32031
S -1.07898 2.98519 0.64318
C 0.15349 0.15982 1.87218
H 0.54143 -2.65230 0.41986
H -0.56696 -2.93065 -0.88495
H 0.65292 -1.63354 -0.92448
H -1.96804 -1.23723 0.16787
H 0.29851 0.41287 -0.30741
H -1.97261 1.10175 -0.66037
H -2.47065 1.00477 0.71869
H -0.55578 3.34744 -0.54139
H 0.47340 1.13994 2.20403
H -0.61790 -0.13394 2.58733
H 0.94993 -0.57677 1.93836
H 3.73816 -0.97677 0.19893
H 2.23558 -0.67774 0.36537
O 2.85917 -1.28588 -0.05072
H 0.66513 0.84101 -3.25477
H -0.19616 1.52584 -2.08012
O -0.11443 1.34232 -3.01557

=====

Which one is the least stable? From the structures above, arrangement two.